5 unconnected molecules or ions with the total composition C45H95N5O5 in a non-equilibrium geometry. Source: the Open Molecules 2025 dataset; level of theory: ωB97M-V with the def2-TZVPD basis set.

Each line ends with the Löwdin charge.
Cartesian coordinates (Å):
1 C 0.99 -7.37 0.96  -0.0262
2 C -0.04 -7.10 2.10  -0.5153
3 C -1.43 -7.05 1.48  -0.1526
4 C -2.02 -8.44 1.26  -0.1553
5 C -2.04 -9.12 2.65  -0.1447
6 C -0.67 -9.34 3.26  -0.5366
7 N 0.09 -8.09 3.15  -0.1236
8 O 1.32 -8.09 3.80  0.0008
9 C -0.86 -9.63 4.75  -0.0313
10 C 0.02 -10.51 2.56  -0.0270
11 C 0.28 -5.71 2.64  -0.0406
12 H 0.79 -8.26 0.38  0.0731
13 H 2.01 -7.42 1.34  0.0757
14 H 0.95 -6.48 0.32  0.0849
15 H -2.13 -6.45 2.08  0.1215
16 H -1.42 -6.47 0.56  0.1214
17 H -1.31 -8.99 0.64  0.0959
18 H -3.04 -8.55 0.92  0.1122
19 H -2.53 -10.09 2.55  0.1226
20 H -2.64 -8.51 3.34  0.1190
21 H -1.47 -8.82 5.14  0.0847
22 H -1.31 -10.61 4.93  0.0854
23 H 0.08 -9.65 5.31  0.0789
24 H 0.14 -10.37 1.49  0.0714
25 H 1.03 -10.68 2.94  0.0812
26 H -0.54 -11.42 2.80  0.0850
27 H -0.02 -4.91 1.95  0.0770
28 H 1.33 -5.63 2.93  0.0806
29 H -0.31 -5.42 3.52  0.0900
30 H 1.95 -8.51 3.20  0.0918
31 C 2.65 1.19 -6.05  -0.0320
32 C 1.63 0.56 -5.10  -0.5205
33 C 2.05 -0.89 -4.84  -0.1352
34 C 3.26 -0.98 -3.90  -0.1719
35 C 2.80 -0.36 -2.60  -0.1585
36 C 2.36 1.09 -2.66  -0.4882
37 N 1.55 1.28 -3.85  -0.1138
38 O 1.07 2.60 -4.03  0.0026
39 C 1.59 1.52 -1.43  -0.0217
40 C 3.66 1.97 -2.79  -0.0110
41 C 0.29 0.50 -5.83  -0.0366
42 H 3.55 1.56 -5.56  0.0714
43 H 2.22 2.09 -6.51  0.0850
44 H 2.91 0.63 -6.96  0.0857
45 H 1.32 -1.49 -4.30  0.1176
46 H 2.31 -1.34 -5.80  0.1194
47 H 4.10 -0.41 -4.32  0.1038
48 H 3.63 -1.99 -3.73  0.1128
49 H 3.37 -0.56 -1.68  0.1258
50 H 1.87 -0.91 -2.32  0.1221
51 H 1.88 0.97 -0.52  0.0961
52 H 1.73 2.58 -1.23  0.0587
53 H 0.55 1.23 -1.50  0.0529
54 H 3.60 2.67 -3.62  0.0728
55 H 3.88 2.51 -1.87  0.0669
56 H 4.56 1.38 -3.03  0.0731
57 H 0.41 0.04 -6.81  0.0933
58 H -0.12 1.49 -6.05  0.0786
59 H -0.51 -0.02 -5.30  0.0686
60 H 0.13 2.40 -3.97  0.0538
61 C -2.11 -2.14 1.30  -0.0309
62 C -2.84 -0.84 1.66  -0.5066
63 C -3.45 -0.98 3.07  -0.1266
64 C -2.72 -0.35 4.26  -0.1765
65 C -2.19 1.02 3.88  -0.1531
66 C -1.23 0.95 2.69  -0.5129
67 N -1.92 0.29 1.58  -0.0994
68 O -1.04 0.17 0.48  -0.0235
69 C -0.94 2.37 2.27  -0.0417
70 C 0.03 0.18 3.14  -0.0013
71 C -3.98 -0.60 0.66  -0.0268
72 H -2.73 -3.00 1.54  0.0798
73 H -1.17 -2.19 1.84  0.0688
74 H -1.88 -2.13 0.23  0.0744
75 H -4.43 -0.50 3.04  0.1124
76 H -3.65 -2.04 3.25  0.1128
77 H -1.94 -1.02 4.62  0.1086
78 H -3.45 -0.20 5.06  0.1121
79 H -1.66 1.43 4.74  0.1226
80 H -3.02 1.70 3.67  0.1260
81 H -0.49 2.94 3.10  0.0914
82 H -0.20 2.47 1.47  0.0744
83 H -1.84 2.87 1.94  0.0781
84 H 0.05 0.03 4.21  0.0767
85 H 0.14 -0.77 2.62  0.0673
86 H 0.91 0.76 2.84  0.0776
87 H -3.62 -0.69 -0.36  0.0551
88 H -4.38 0.40 0.84  0.0826
89 H -4.77 -1.33 0.86  0.0875
90 H -1.31 0.86 -0.15  0.0492
91 C 2.46 7.24 0.52  -0.0292
92 C 3.16 5.99 1.05  -0.5296
93 C 4.56 5.93 0.46  -0.1437
94 C 5.49 4.94 1.15  -0.1826
95 C 5.45 4.98 2.65  -0.1382
96 C 4.10 5.26 3.33  -0.5071
97 N 3.26 6.11 2.49  -0.1114
98 O 2.00 6.30 3.11  -0.0217
99 C 3.40 3.90 3.63  -0.0241
100 C 4.37 6.01 4.64  -0.0420
101 C 2.39 4.74 0.61  -0.0328
102 H 1.50 7.33 1.04  0.0760
103 H 2.19 7.13 -0.53  0.0888
104 H 3.00 8.14 0.81  0.0869
105 H 4.51 5.78 -0.61  0.1239
106 H 5.00 6.94 0.54  0.1198
107 H 6.50 4.99 0.74  0.1128
108 H 5.17 3.95 0.77  0.1059
109 H 6.12 5.80 2.96  0.1162
110 H 5.88 4.09 3.13  0.1209
111 H 3.84 3.09 3.06  0.0749
112 H 3.49 3.67 4.70  0.0796
113 H 2.32 3.98 3.49  0.0678
114 H 5.27 5.64 5.13  0.0850
115 H 4.59 7.05 4.38  0.0874
116 H 3.47 5.99 5.25  0.0792
117 H 1.39 4.78 1.05  0.0840
118 H 2.85 3.81 0.97  0.0708
119 H 2.23 4.61 -0.46  0.0763
120 H 2.06 7.19 3.47  0.1070
121 C -3.57 -0.56 -3.59  -0.0230
122 C -3.63 0.96 -3.67  -0.5161
123 C -5.08 1.36 -3.31  -0.1348
124 C -5.30 2.82 -2.96  -0.1798
125 C -4.35 3.27 -1.81  -0.1059
126 C -2.91 2.91 -2.15  -0.4990
127 N -2.78 1.54 -2.64  -0.0746
128 O -1.42 1.23 -2.86  -0.0508
129 C -2.44 3.93 -3.23  -0.0175
130 C -1.98 3.09 -0.96  -0.0284
131 C -3.23 1.43 -5.07  -0.0210
132 H -3.72 -0.90 -2.57  0.0717
133 H -2.58 -0.87 -3.96  0.0768
134 H -4.29 -1.06 -4.24  0.0926
135 H -5.64 1.13 -4.23  0.1260
136 H -5.40 0.78 -2.44  0.1203
137 H -6.34 2.93 -2.64  0.1107
138 H -5.17 3.43 -3.86  0.0990
139 H -4.76 2.72 -0.96  0.1198
140 H -4.45 4.35 -1.82  0.1229
141 H -2.15 4.90 -2.82  0.0904
142 H -1.51 3.57 -3.67  0.0699
143 H -3.08 4.06 -4.09  0.0689
144 H -0.94 2.84 -1.17  0.0726
145 H -2.01 4.12 -0.62  0.1018
146 H -2.28 2.45 -0.13  0.0620
147 H -2.15 1.53 -5.19  0.0486
148 H -3.69 2.38 -5.35  0.0755
149 H -3.49 0.73 -5.87  0.0925
150 H -1.31 0.27 -2.79  0.0985

E_HOMO = -7.80 eV
HOMO-LUMO gap = 0.306 Eh
2S+1 = 1
ΔE to the lowest compared entry with this formula, charge and spin = 0.868 eV
Charge = 0
SMILES = CC1(C)CCCC(C)(C)N1O.CC1(C)CCCC(C)(C)N1O.CC1(C)CCCC(C)(C)N1O.CC1(C)CCCC(C)(C)N1O.CC1(C)CCCC(C)(C)N1O